54
Properties=species:S:1:pos:R:3:forces:R:3 method="wB97M-V/def2-TZVPD" total_energy_ha=-2699.45909 gap_ha=0.1994 charge=+1 homo_ev=-10.418
Pd -0.579798 -0.265834 0.011452 -0.83 0.11 -0.40
S -2.134574 4.122702 0.281411 0.10 -0.33 0.04
S 3.200457 -0.452673 0.808221 0.23 0.03 0.25
S -0.010744 1.935177 0.543705 -0.37 0.25 0.20
S -2.428356 1.145372 -0.196408 0.21 0.21 0.11
O 1.722896 -0.704965 0.682993 -0.13 0.13 0.18
N -1.197918 -1.082877 1.886138 0.26 0.13 0.14
N -0.420563 -2.160500 -0.481038 0.07 -0.36 -0.24
N -0.384248 -0.163733 -2.130296 0.28 0.06 0.12
C -0.954706 -4.726412 2.787503 0.02 -0.01 -0.04
C -0.640850 -5.262644 1.543971 0.00 -0.09 0.10
C -0.922572 -2.539322 1.814714 0.08 -0.01 -0.26
C -2.653287 -0.921608 2.156036 -0.04 -0.02 0.03
C -0.051522 1.171088 -2.657329 0.11 0.03 -0.07
C -1.612883 -0.662751 -2.802018 -0.09 0.02 -0.12
C 3.728340 -1.512265 2.165827 -0.02 0.06 -0.18
C 1.641447 -3.184676 -1.468434 -0.10 -0.04 -0.16
C -1.119544 -3.357803 2.915809 0.04 0.01 -0.06
C 0.620696 -2.245599 -1.424054 0.10 0.35 -0.05
C -0.445723 -0.426802 2.984709 0.04 -0.09 0.08
C -0.453054 -4.451107 0.442187 -0.08 0.22 -0.01
C 0.677619 -1.166095 -2.326086 0.05 -0.22 0.16
C 2.639644 -3.081298 -2.436939 0.00 0.04 0.00
C -1.591175 2.611144 0.246061 0.14 -0.11 -0.16
C 1.664715 -1.058659 -3.276286 -0.07 -0.03 0.00
C -0.566626 -3.059599 0.568477 -0.02 -0.08 0.45
C 3.377538 1.123926 1.664551 0.01 -0.12 -0.12
C 2.658794 -2.034966 -3.338933 0.00 -0.06 0.04
H 2.696148 1.154804 2.513657 -0.01 -0.04 0.01
H -1.400451 -2.940394 3.873809 0.00 0.00 0.00
H 4.409993 1.233897 1.994287 0.01 -0.01 -0.02
H -2.447021 0.000458 -2.593032 0.01 0.04 -0.01
H -2.880149 -1.371665 3.122769 -0.02 -0.03 -0.02
H -0.697695 0.630638 3.001058 -0.01 0.00 -0.01
H -0.834549 1.868871 -2.372061 -0.02 -0.01 0.00
H -1.088024 -5.369523 3.645706 -0.02 -0.01 -0.01
H -1.434548 -0.680836 -3.879117 0.04 -0.04 0.01
H 0.898325 1.503508 -2.248474 0.01 -0.01 0.00
H 0.005356 1.144822 -3.747044 -0.01 -0.03 0.01
H 4.800219 -1.388690 2.316436 0.00 0.02 -0.01
H -0.550293 -6.334750 1.427668 0.00 0.00 0.02
H -1.834755 -1.665761 -2.450580 0.00 0.01 0.03
H 3.135409 1.914503 0.957060 -0.01 0.00 0.00
H 3.447111 -1.951517 -4.073262 0.00 -0.02 -0.01
H -0.714851 -0.872637 3.943676 0.01 0.01 -0.03
H 1.682299 -3.983898 -0.745768 0.00 -0.03 0.01
H 3.515474 -2.535274 1.861571 0.01 0.00 -0.02
H 0.616051 -0.550804 2.797749 0.01 -0.01 0.01
H -2.919059 0.129928 2.180692 0.04 -0.01 0.04
H -3.221508 -1.432026 1.381341 -0.01 0.03 -0.01
H -0.255420 -4.888803 -0.525163 0.01 0.01 -0.02
H 3.178331 -1.267128 3.072811 -0.04 0.04 -0.01
H 1.691847 -0.220571 -3.958561 0.01 0.00 0.01
H 3.421373 -3.829173 -2.462503 0.01 0.01 0.00



25
Properties=species:S:1:pos:R:3:forces:R:3 method="wB97M-V/def2-TZVPD" total_energy_ha=-666.88231 gap_ha="0.4123 / 0.2242" multiplicity=2 charge=0 homo_ev="-10.848 / -10.664"
O -0.230448 1.213185 0.714318 -0.28 0.19 -1.41
O 2.532889 -1.394550 0.864563 0.45 -0.25 -0.22
O 1.960286 3.069883 0.395081 -0.27 0.25 -0.23
O -2.729646 -1.018084 0.108856 0.49 -0.72 -0.68
O -1.652791 -0.057543 3.775610 0.56 -0.14 0.61
O -0.500678 -0.875601 1.417066 0.20 0.13 -1.80
N -0.119571 0.185595 -1.998993 1.29 0.63 2.54
C -0.435081 0.034203 0.526397 0.78 -0.06 3.67
C 1.341170 0.492171 -1.957592 -0.66 0.75 -1.96
C -1.942879 -1.213425 -1.123763 -2.84 2.01 2.28
C -0.469510 -0.647349 -0.888095 -2.37 -1.97 -4.34
H 1.858210 -0.224834 -2.626663 -0.06 0.39 0.60
H 3.020472 -0.737178 1.368523 -0.12 0.04 0.07
H 1.382019 1.507565 -2.390939 0.64 -0.52 0.18
H -2.653989 -0.655968 -1.754714 1.35 0.96 -0.42
H -0.632377 1.072213 -2.060810 -0.23 -0.61 0.05
H -1.165232 -0.367467 3.001776 -0.12 0.06 0.01
H -2.217657 -2.167253 -1.535798 1.52 -1.24 0.19
H 2.674195 2.468616 0.593504 0.24 -0.19 0.18
H 1.146706 2.600377 0.627291 0.09 -0.02 0.03
H -2.519510 0.183813 3.475868 -0.57 0.18 -0.33
H 1.768455 0.534892 -0.955856 -0.18 -0.19 -0.09
H 0.170766 -1.524691 -1.005734 0.39 0.25 0.91
H -2.298237 -1.494358 0.833854 -0.14 -0.02 -0.17
H 1.712437 -0.984221 0.596239 -0.16 0.07 0.33



98
Properties=species:S:1:pos:R:3:forces:R:3 method="wB97M-V/def2-TZVPD" total_energy_ha=-2896.10183 gap_ha=0.2557 charge=+1 homo_ev=-9.154
Y -0.461142 0.103164 0.037888 0.06 0.02 -0.01
S -1.758870 1.250004 -2.063943 -0.01 0.06 0.00
S 0.564773 2.551236 -0.138958 -0.02 -0.03 0.05
N -0.105696 -1.610781 -1.759965 -0.01 0.06 -0.02
N 2.027982 -0.650622 0.499166 0.03 -0.07 -0.02
N 0.202445 0.036196 2.596547 -0.02 0.08 -0.01
N 1.658494 -1.862120 -3.301633 0.05 0.02 -0.05
N 1.040510 -1.050504 4.344057 0.02 0.07 -0.01
N 1.199442 0.186872 -2.233890 -0.13 0.05 -0.02
N -2.271716 1.830047 1.173747 0.08 0.04 0.01
N -3.013181 -0.858172 -0.110359 -0.01 -0.06 -0.05
N 3.566065 -2.234641 0.759155 -0.01 0.00 0.03
N -0.086602 -2.422776 1.182675 -0.01 -0.09 -0.01
C -3.592793 1.496828 0.585633 -0.01 0.00 0.03
C 2.108615 0.910526 5.539873 -0.01 0.03 0.00
C -0.193123 -2.402396 2.644404 0.01 -0.01 -0.04
C 2.290262 2.270554 5.400327 0.00 -0.01 0.00
C 0.897069 -1.140107 -2.456335 -0.01 -0.04 0.03
C -2.911495 -0.013145 -2.462201 0.04 -0.02 0.01
C 1.384140 -3.286726 -3.385117 -0.05 -0.03 0.04
C -2.904599 4.207794 1.229242 0.02 0.00 -0.01
C 2.598339 0.224110 -4.218809 -0.01 0.00 0.01
C -4.835425 -1.916547 -3.227427 0.00 -0.01 0.01
C 1.389616 0.279481 4.531495 0.03 -0.09 0.05
C -0.546423 4.999579 0.076912 0.01 0.00 -0.01
C -4.422330 -1.818836 -1.909764 0.01 0.01 -0.03
C 2.681704 -1.290642 -4.180137 -0.01 0.00 0.00
C 3.296860 -0.055924 0.521916 -0.07 0.11 -0.01
C 1.063762 2.329420 3.299482 0.00 -0.01 0.01
C -2.683650 5.551907 0.999182 -0.01 0.00 0.01
C 2.429215 0.732573 -2.797701 0.02 -0.01 0.02
C -0.753109 3.632000 0.304249 0.01 0.01 -0.01
C 0.866465 0.953254 3.427025 -0.01 -0.01 -0.08
C -3.452815 -0.895091 -1.518327 -0.01 -0.03 0.03
C 5.022654 1.570228 0.491629 0.01 0.01 0.00
C 0.345916 -1.120032 3.184421 -0.02 0.00 0.04
C 5.989333 0.560848 0.622657 0.01 0.00 -0.01
C 4.270542 -1.044961 0.670466 0.04 -0.05 0.00
C -2.352852 1.677696 2.644311 -0.01 0.00 0.00
C 1.187076 -2.974134 0.710016 -0.05 0.04 0.01
C 1.774586 2.966023 4.295733 0.00 0.01 0.00
C -3.910680 0.026727 0.684589 0.03 0.01 -0.04
C -0.122635 -3.484766 -3.433652 0.05 0.11 0.03
C -1.961836 3.239462 0.882339 -0.08 -0.01 0.01
C -3.128372 -2.192353 0.503123 0.00 0.03 0.04
C -4.282938 -1.067575 -4.175854 -0.01 0.00 0.00
C 3.673269 1.285632 0.442237 0.02 -0.04 0.02
C 2.246904 -1.926468 0.659456 0.05 0.03 0.00
C -3.345390 -0.130305 -3.789105 -0.01 0.00 0.00
C 5.632352 -0.768233 0.718462 -0.01 0.01 0.01
C -1.490227 5.948370 0.411625 0.00 0.00 0.00
C -0.741660 -2.855404 -2.187555 0.02 -0.06 0.00
H -1.244910 -2.493580 2.921965 0.00 0.02 0.01
H 1.522155 -3.804414 1.344034 0.01 -0.01 -0.01
H -2.666397 -2.160516 1.489612 0.00 -0.02 -0.01
H 0.327411 -3.250758 3.104209 0.00 0.00 0.01
H 7.036220 0.830862 0.657151 0.00 0.01 0.00
H -0.702617 -3.586813 -1.366791 0.00 0.00 0.00
H 3.668628 -1.603485 -3.823949 0.01 0.00 0.00
H -2.373365 0.626375 2.930455 -0.01 0.00 -0.01
H 5.346665 2.600660 0.431954 0.00 0.00 0.00
H -5.582932 -2.647846 -3.503627 0.00 0.00 -0.01
H -4.590604 -1.127645 -5.211748 0.00 0.00 0.00
H 1.873924 -3.678151 -4.275002 0.00 0.00 -0.01
H -4.166813 -2.495637 0.660882 0.00 0.00 0.00
H -1.482574 2.133059 3.104929 0.00 -0.01 0.00
H 1.814904 -3.805060 -2.518940 0.01 -0.02 -0.02
H 1.943193 4.032071 4.222690 0.00 0.00 0.00
H -3.836134 3.912193 1.693890 0.00 -0.01 0.00
H -3.849160 -0.298018 1.725320 0.01 0.02 0.00
H 3.498081 0.628190 -4.682328 0.01 -0.02 0.00
H 1.036471 -3.367202 -0.294726 0.00 0.00 0.01
H -4.388878 2.028426 1.117930 -0.01 -0.01 0.00
H 0.387603 5.298799 -0.380611 0.00 0.00 0.00
H -2.923382 0.550013 -4.517519 0.01 0.00 0.00
H 2.543062 -1.713646 -5.177253 0.01 0.01 0.00
H -1.295647 6.994564 0.214912 0.00 0.00 0.00
H 1.741201 0.538582 -4.818564 0.00 0.02 0.00
H -4.944990 -0.137155 0.363371 0.00 -0.01 0.01
H 2.931547 2.066974 0.353691 0.01 0.00 0.00
H -4.872462 -2.488650 -1.191038 0.00 0.00 0.01
H -0.376695 -4.542738 -3.496227 -0.03 0.00 0.01
H 1.253561 -1.820779 4.953763 0.00 0.00 0.01
H -2.650245 -2.943335 -0.124098 0.00 0.00 -0.01
H 2.357378 1.817472 -2.748679 -0.01 -0.01 0.01
H 6.374054 -1.547666 0.830786 0.00 -0.01 0.00
H 2.504715 0.368971 6.388280 0.00 -0.01 0.00
H -0.509752 -2.996611 -4.330302 0.01 0.01 0.00
H -3.435331 6.279191 1.274729 0.00 0.00 0.00
H 0.691415 2.866440 2.439357 0.00 0.01 0.01
H 0.362905 0.762908 -2.422283 0.05 -0.06 -0.03
H -3.248421 2.166708 3.041988 0.00 0.00 0.00
H -1.798772 -2.653092 -2.370313 -0.02 -0.03 0.01
H 2.842012 2.812016 6.156786 0.00 0.00 0.00
H 3.276785 0.430514 -2.176231 0.01 0.00 -0.03
H -3.597393 1.828148 -0.449266 -0.01 0.00 0.01
H -0.826128 -3.007962 0.816396 0.00 0.02 -0.03
H 3.950885 -3.149642 0.917107 0.00 0.00 -0.01



27
Properties=species:S:1:pos:R:3:forces:R:3 method="wB97M-V/def2-TZVPD" total_energy_ha=-2027.00587 gap_ha="0.1988 / 0.1821" multiplicity=5 charge=0 homo_ev="-5.120 / -4.709"
Fe -2.119633 2.992309 2.327069 -0.25 0.17 -0.07
O 0.876535 -0.048527 2.671675 -0.08 -0.35 0.19
O -1.197468 -0.264373 1.986565 -0.45 -0.20 -0.09
O -0.527461 1.706499 2.733922 0.44 -0.45 0.19
O 4.658863 -1.431373 -0.788086 0.34 -0.60 0.28
O 3.516504 -0.041980 0.391595 0.10 -0.26 0.65
O 3.058574 -0.220411 -1.807346 -0.11 -0.30 0.32
C 1.966635 0.721303 3.064962 3.55 -0.78 -2.08
C -0.302326 0.532543 2.494890 0.07 0.62 -0.28
C -0.841563 -1.623516 1.617235 0.33 -0.16 0.11
C 2.896444 0.147614 3.836191 -1.39 -0.32 1.25
C 2.618133 1.064063 0.514117 -0.47 -0.22 0.03
C 2.631784 1.581125 1.939786 -1.88 2.09 0.72
C 3.655429 -0.563262 -0.815032 0.12 1.01 -0.91
C -2.047434 -2.275652 0.993419 -0.18 -0.07 -0.09
H 3.730756 0.736959 4.214681 0.07 -0.41 -0.65
H 2.721088 -0.854942 4.229897 -0.02 0.39 0.44
H 4.825742 -1.756609 -1.682086 -0.24 0.10 -0.03
H 2.030274 2.503540 1.907258 0.20 0.05 -0.40
H 0.001627 -1.576380 0.917890 -0.16 -0.03 0.15
H 3.632503 1.927414 2.223370 -0.23 -0.49 0.11
H -0.520303 -2.147636 2.525105 -0.04 0.09 -0.22
H 1.616353 0.740942 0.201096 0.18 0.12 0.06
H -2.361559 -1.744725 0.086165 0.05 -0.10 0.26
H -1.777093 -3.302659 0.714261 -0.09 0.23 0.06
H -2.885898 -2.317451 1.699849 0.20 0.04 -0.20
H 2.936360 1.862151 -0.168335 -0.05 -0.18 0.19